The following is a DFT calculation (ωB97M-V with the def2-TZVPD basis set) of a cluster of 2 separate species, C2H11N3 in total at a distorted geometry.

Geometry as XYZ:
```
16
Properties=species:S:1:pos:R:3:nbo_charge:R:1
N -1.434 -2.276 0.679 -0.8713
N -0.528 -0.073 1.139 -0.8716
N 1.972 0.752 -1.274 -0.8565
C 1.038 1.861 -1.536 -0.4143
C -1.271 -1.248 1.673 -0.0454
H 0.025 -0.220 0.304 0.3527
H -0.661 -2.738 0.220 0.3714
H -2.234 -0.842 1.984 0.1789
H 1.777 0.273 -0.411 0.3546
H -1.193 0.659 0.955 0.3526
H -0.024 1.704 -1.334 0.1939
H 2.923 1.044 -1.378 0.3632
H -0.801 -1.672 2.561 0.1744
H 1.348 2.733 -0.973 0.1687
H 1.195 2.111 -2.591 0.1902
H -2.131 -2.070 -0.017 0.3585
```

Summary:
calculated total energy = -247.02364 Ha
LUMO energy = 1.037 eV
total charge = 0
structure (SMILES) = NCN.CN
ΔE to the lowest compared entry with this formula, charge and spin = 16.74 kcal/mol
molar mass = 77.13 g/mol



The following is a DFT calculation (ωB97M-V with the def2-TZVPD basis set) of a cluster of 3 separate species, C2H11N3O2 in total at a distorted geometry.

Geometry as XYZ:
```
18
Properties=species:S:1:pos:R:3:nbo_charge:R:1
O -2.917 -1.834 0.431 -1.0502
O 1.039 1.202 2.812 -1.0542
N -0.511 -1.046 -1.530 -0.7850
N 0.142 0.668 -0.192 -0.8277
N 1.344 -1.470 -0.085 -0.8864
C 0.256 -0.656 -0.574 0.4996
C 0.615 1.654 -1.082 -0.4783
H 0.789 1.946 2.329 0.4484
H -0.824 0.874 0.125 0.2296
H 1.025 -2.402 0.171 0.3669
H -3.267 -0.995 0.719 0.3961
H -0.225 -1.863 -2.032 0.3315
H 0.965 2.590 -0.574 0.1674
H -2.241 -1.450 -0.164 0.4666
H 1.835 -0.865 0.555 0.3896
H 1.490 1.249 -1.494 0.1823
H 0.472 0.427 2.537 0.4377
H 0.014 1.972 -1.951 0.1661
```

Summary:
calculated total energy = -397.47808 Ha
spin multiplicity = 2
LUMO energy (spin up / spin down) = 4.258 / 3.875 eV
total charge = -1
ΔE to the lowest compared entry with this formula, charge and spin = 30.95 kcal/mol
molar mass = 109.13 g/mol



The following is a DFT calculation (ωB97M-V with the def2-TZVPD basis set) of a cluster of 4 separate species, C2H11NO4 in total at a distorted geometry.

Geometry as XYZ:
```
18
Properties=species:S:1:pos:R:3:nbo_charge:R:1
O -1.759 1.698 -1.029 -1.0386
O -0.305 1.359 -3.472 -0.9637
O 0.307 -3.266 2.054 -0.9889
O 2.577 -1.336 0.590 -0.7845
N -0.625 0.336 0.998 -0.9000
C 0.860 0.391 0.847 -0.3178
C 1.460 -0.838 0.178 -0.0080
H -0.635 2.005 -4.122 0.4423
H -2.515 2.271 -1.169 0.4625
H 1.325 0.331 1.837 0.1819
H -0.813 1.573 -2.663 0.5033
H 1.268 -3.318 2.115 0.4785
H -0.815 0.635 1.945 0.3514
H 0.185 -2.503 1.457 0.4588
H 1.118 1.274 0.280 0.1700
H -0.983 -0.611 0.861 0.3483
H -1.536 1.376 -0.107 0.5171
H 0.888 -1.378 -0.601 0.0873
```

Summary:
calculated total energy = -438.48006 Ha
spin multiplicity = 2
LUMO energy (spin up / spin down) = 3.355 / 3.298 eV
total charge = -1
ΔE to the lowest compared entry with this formula, charge and spin = 19.44 kcal/mol
molar mass = 113.11 g/mol



The following is a DFT calculation (ωB97M-V with the def2-TZVPD basis set) of a structure of composition C2H11NO5 at a distorted geometry.

Geometry as XYZ:
```
19
Properties=species:S:1:pos:R:3:nbo_charge:R:1
O 1.382 0.126 2.922 -0.9938
O -2.430 0.068 -1.700 -0.9991
O 1.361 -1.423 0.644 -1.1110
O -0.114 1.080 -2.565 -0.6123
O 1.520 0.085 -1.472 -0.6924
N -0.703 -0.195 0.481 -0.7995
C -0.235 1.049 -0.138 -0.3467
C 0.409 0.790 -1.518 0.7955
H 1.649 -0.430 -0.614 0.5260
H 1.928 -0.376 3.530 0.4688
H -3.043 -0.539 -2.117 0.4881
H -1.539 -0.423 -0.066 0.4312
H -2.087 0.760 -2.298 0.5188
H 1.410 -0.343 2.063 0.4977
H 1.670 -2.330 0.707 0.4873
H -0.953 1.854 -0.222 0.2176
H 0.534 1.487 0.492 0.2296
H 0.203 -1.172 0.414 0.4852
H -0.961 -0.068 1.458 0.4091
```

Summary:
calculated total energy = -513.76683 Ha
LUMO energy = 0.512 eV
total charge = 0
ΔE to the lowest compared entry with this formula, charge and spin = 13.14 kcal/mol
molar mass = 129.11 g/mol



The following is a DFT calculation (ωB97M-V with the def2-TZVPD basis set) of a structure of composition C2H11O6Zn at a distorted geometry.

Geometry as XYZ:
```
20
Properties=species:S:1:pos:R:3:nbo_charge:R:1
Zn 0.841 0.083 -0.396 0.9639
O 4.447 -0.332 -0.432 -0.9620
O 1.511 2.959 1.724 -0.9613
O 0.491 2.525 -3.047 -0.9629
O -1.775 -1.463 2.323 -0.3457
O 1.225 -2.638 -3.255 -0.9556
O -3.031 -0.590 0.828 -0.4186
C -2.943 -1.180 1.914 0.7536
C -4.151 -1.435 2.769 -0.7610
H -4.751 -0.530 2.866 0.2676
H -4.842 -2.063 2.207 0.2689
H 1.884 3.184 2.576 0.4851
H -0.176 2.787 -3.682 0.4856
H -3.889 -1.677 3.800 0.2592
H 0.990 -2.264 -4.104 0.4762
H 5.080 0.317 -0.124 0.4820
H 1.162 3.785 1.389 0.4794
H 4.974 -1.106 -0.631 0.4836
H 1.705 -3.438 -3.469 0.4813
H 1.248 3.073 -3.254 0.4808
```

Summary:
calculated total energy = -2313.09962 Ha
LUMO energy = -9.063 eV
total charge = +1
ΔE to the lowest compared entry with this formula, charge and spin = 214.25 kcal/mol
molar mass = 196.49 g/mol



The following is a DFT calculation (ωB97M-V with the def2-TZVPD basis set) of a structure of composition C2H12B2Be2Cl4 at a distorted geometry.

Geometry as XYZ:
```
22
Properties=species:S:1:pos:R:3:nbo_charge:R:1
Cl -22.152 -20.008 -1.593 0.0693
Cl -18.711 -22.124 -1.565 0.0071
Cl -19.997 -24.105 -3.239 -0.0236
Cl -19.518 -18.850 -2.292 -0.0071
C -19.499 -23.705 -1.538 -0.3423
C -21.088 -19.499 -2.892 -0.3910
B -19.053 -21.017 -4.736 -1.1840
B -16.317 -22.618 -4.525 -0.9993
Be -18.444 -23.513 -5.231 1.6598
Be -17.133 -20.168 -3.601 1.6548
H -18.092 -21.203 -5.403 0.0402
H -17.283 -22.443 -3.847 -0.0272
H -19.191 -19.849 -4.687 0.1070
H -20.366 -23.590 -0.896 0.2858
H -18.859 -21.359 -3.629 -0.0022
H -16.521 -22.499 -5.692 0.0396
H -18.719 -24.354 -1.156 0.2713
H -20.805 -20.317 -3.542 0.2261
H -19.957 -21.597 -5.240 0.1449
H -15.929 -23.686 -4.253 0.1001
H -15.544 -21.783 -4.144 0.1086
H -21.588 -18.710 -3.444 0.2618
```

Summary:
calculated total energy = -2002.33801 Ha
LUMO energy = -11.512 eV
total charge = +2
ΔE to the lowest compared entry with this formula, charge and spin = 12.71 kcal/mol
molar mass = 217.58 g/mol



The following is a DFT calculation (ωB97M-V with the def2-TZVPD basis set) of a cluster of 3 separate species, C2H12N2O2 in total at a distorted geometry.

Geometry as XYZ:
```
18
Properties=species:S:1:pos:R:3:nbo_charge:R:1
O 2.822 1.512 0.396 -0.9302
O -0.878 4.136 1.025 -0.9185
N 1.030 -1.292 0.441 -0.8765
N -0.703 -0.486 -1.630 -0.8241
C -0.397 -1.580 0.562 -0.2471
C -0.949 -1.678 -0.907 -0.2175
H 2.071 2.116 0.019 0.4540
H 1.331 -1.937 -0.380 0.3618
H -0.381 -2.504 -1.362 0.1724
H 1.569 -1.472 1.250 0.3798
H -1.110 3.377 0.500 0.4572
H -0.698 -2.565 1.013 0.1683
H 2.143 0.826 0.448 0.4706
H -1.677 4.609 0.949 0.4615
H 0.225 -0.320 -1.405 0.3604
H -1.031 -0.860 1.234 0.1844
H -1.308 0.252 -1.271 0.3470
H -2.058 -2.133 -0.882 0.1966
```

Summary:
calculated total energy = -343.32850 Ha
LUMO energy = 0.392 eV
total charge = 0
structure (SMILES) = NCCN.O.O
ΔE to the lowest compared entry with this formula, charge and spin = 40.55 kcal/mol
molar mass = 96.13 g/mol



The following is a DFT calculation (ωB97M-V with the def2-TZVPD basis set) of a cluster of 4 separate species, C2H12N2O3 in total at a distorted geometry.

Geometry as XYZ:
```
19
Properties=species:S:1:pos:R:3:nbo_charge:R:1
O -2.384 0.877 0.559 -0.9637
O 1.400 0.113 -2.449 -0.9575
O -1.496 0.289 -2.387 -0.9672
N 1.324 -0.308 1.070 -0.6533
N 1.251 1.231 2.853 -0.7013
C 0.436 -1.366 0.563 -0.4190
C 0.746 0.714 1.819 0.2556
H -0.357 0.873 1.762 0.1889
H 0.559 1.851 3.325 0.3411
H 2.048 -0.069 -3.156 0.4770
H -0.618 -0.081 -2.593 0.5022
H -0.094 -1.886 1.352 0.1861
H -3.252 1.342 0.537 0.4717
H 2.229 -0.688 1.374 0.3885
H -2.176 0.711 -0.352 0.4909
H 0.948 -2.098 -0.101 0.1999
H 1.880 -0.102 -1.643 0.4869
H -2.091 -0.482 -2.476 0.4649
H -0.352 -0.920 -0.055 0.2084
```

Summary:
calculated total energy = -418.60609 Ha
LUMO energy = 0.503 eV
total charge = 0
structure (SMILES) = [H]/N=C/NC.O.O.O
ΔE to the lowest compared entry with this formula, charge and spin = 20.69 kcal/mol
molar mass = 112.13 g/mol



The following is a DFT calculation (ωB97M-V with the def2-TZVPD basis set) of a cluster of 4 separate species, C2H12N2O3 in total at a distorted geometry.

Geometry as XYZ:
```
19
Properties=species:S:1:pos:R:3:nbo_charge:R:1
O -0.455 -0.615 2.764 -0.9841
O -1.715 -0.873 -2.355 -0.9584
O -0.787 -1.796 0.197 -0.9878
N 1.430 0.739 -0.084 -0.6069
N -0.381 1.617 1.013 -0.7864
C 2.090 0.408 -1.344 -0.4022
C 0.238 1.380 -0.065 0.3117
H -0.671 -1.665 1.157 0.5056
H -0.969 -1.346 -2.739 0.4627
H 1.905 0.794 0.797 0.3955
H -0.443 0.240 2.282 0.5040
H -1.454 -0.823 -1.422 0.4879
H 2.603 -0.552 -1.236 0.2079
H 0.474 -0.805 2.939 0.4636
H -1.649 -2.224 0.134 0.4713
H 2.857 1.145 -1.594 0.1870
H -0.177 1.718 -1.022 0.1610
H 1.325 0.397 -2.104 0.2112
H -1.250 2.102 0.829 0.3567
```

Summary:
calculated total energy = -418.62974 Ha
LUMO energy = 0.773 eV
total charge = 0
structure (SMILES) = [H]/N=C/NC.O.O.O
ΔE to the lowest compared entry with this formula, charge and spin = 5.84 kcal/mol
molar mass = 112.13 g/mol



The following is a DFT calculation (ωB97M-V with the def2-TZVPD basis set) of a cluster of 4 separate species, C2H12N2O3 in total at a distorted geometry.

Geometry as XYZ:
```
19
Properties=species:S:1:pos:R:3:nbo_charge:R:1
O -3.390 -3.555 0.707 -0.9565
O -1.263 0.098 -0.771 -0.9494
O -0.468 -3.087 0.284 -0.9622
N 1.446 1.080 0.091 -0.6426
N 0.047 2.191 1.735 -0.6647
C 0.751 2.253 0.637 0.2392
C 2.514 1.422 -0.916 -0.4300
H 3.418 2.036 -0.580 0.1949
H 1.851 1.872 -1.683 0.2046
H -1.744 0.673 -1.433 0.4633
H -0.859 -2.365 -0.362 0.4983
H 2.914 0.389 -1.153 0.2119
H 0.627 3.125 -0.027 0.1598
H -0.519 0.662 -0.615 0.4780
H -0.656 2.942 1.758 0.3455
H 1.781 0.364 0.638 0.3901
H -0.598 -2.709 1.130 0.4693
H -3.407 -3.533 -0.330 0.4659
H -2.446 -3.860 0.891 0.4843
```

Summary:
calculated total energy = -418.56590 Ha
LUMO energy = 0.533 eV
total charge = 0
structure (SMILES) = [H]/N=C/NC.O.O.O
ΔE to the lowest compared entry with this formula, charge and spin = 45.90 kcal/mol
molar mass = 112.13 g/mol